Record 1
Entry from OMol25: C30H60Br14O8S4 as an isolated structure in a non-equilibrium geometry (ωB97M-V/def2-TZVPD).

The spin multiplicity is 1. For the HOMO energy, the calculation gives -8.72 eV. The total energy is -1072392.665 eV.

Last column: Löwdin charge in e.
Element x y z (Å)
Br1 1.64845 -1.51683 -4.99356  0.620
Br2 0.46139 3.60952 -0.72314  0.702
Br3 -2.16905 0.57231 3.07728  0.949
Br4 -3.40770 2.29915 -3.96630  0.690
Br5 -2.60332 -2.25993 -4.00526  0.636
Br6 -6.09084 -0.04730 -1.60080  0.737
Br7 0.07658 -2.24577 5.91039  0.622
Br8 -3.78055 3.31620 0.60869  0.630
Br9 -1.43794 -3.80983 1.81538  0.738
Br10 -4.08037 -0.58467 -6.73520  0.566
Br11 -5.67877 -1.92726 1.44563  0.637
Br12 -0.91696 6.57742 0.67594  0.616
Br13 -0.79588 4.43076 -4.99997  0.672
Br14 3.80841 0.99741 -1.70303  0.712
S1 0.76635 2.72313 4.09869  0.708
S2 1.74962 -4.29222 -1.47076  0.662
S3 5.45804 -1.56815 0.88799  0.663
S4 -1.87271 -0.30993 -0.66758  0.768
O1 6.67873 -2.32335 1.00976  -0.318
O2 -1.96905 0.35912 -1.97101  -0.398
O3 0.33196 1.57114 4.83858  -0.354
O4 1.21172 -3.09932 -2.09676  -0.378
O5 -3.02885 -0.93050 -0.03598  -0.382
O6 1.67175 2.54115 2.96458  -0.324
O7 4.52956 -1.92984 -0.16390  -0.358
O8 2.53796 -4.22846 -0.26859  -0.299
C1 -1.68692 1.70902 -4.73035  -0.627
C2 -4.40362 1.57822 -0.13619  -0.680
C3 0.93248 -6.85369 -1.43549  -0.197
C4 -0.50477 -1.51240 -0.61283  -0.238
C5 -1.15266 0.84447 0.56105  -0.364
C6 -0.10866 5.17330 3.69315  -0.264
C7 0.26554 -1.20009 0.62816  -0.237
C8 -4.99181 -1.34557 -5.12682  -0.636
C9 0.41437 -5.41609 -1.25180  -0.252
C10 2.84324 -0.21145 -4.11336  -0.642
C11 -0.70696 -0.48600 3.92788  -0.559
C12 -5.77242 1.71813 -0.76798  -0.591
C13 2.59349 -5.38001 -2.65149  -0.196
C14 -3.20171 -2.98262 2.20550  -0.619
C15 -1.35503 -1.08799 5.17992  -0.642
C16 -1.23825 2.71548 -5.77352  -0.695
C17 -3.95754 -2.70437 0.91404  -0.659
C18 0.69541 5.20565 4.98716  -0.207
C19 1.56048 3.92559 5.16159  -0.193
C20 -0.65439 3.74705 3.61314  -0.229
C21 1.87115 -6.74420 -2.64128  -0.208
C22 2.48293 -0.06438 -2.65183  -0.695
C23 0.31809 6.52929 -0.88422  -0.614
C24 5.92348 0.21775 1.02315  -0.235
C25 4.57671 -1.51125 2.51082  -0.188
C26 6.34352 0.28829 2.47462  -0.235
C27 5.16870 -0.30693 3.29976  -0.196
C28 0.25868 0.32057 0.79484  -0.232
C29 -4.16515 -1.09791 -3.87390  -0.759
C30 0.08372 5.27262 -1.70318  -0.693
H1 4.54176 -2.50626 2.94812  0.102
H2 -2.23732 -1.70441 5.01609  0.038
H3 -1.60757 0.53649 1.51320  -0.212
H4 6.70444 0.13854 0.26421  0.099
H5 0.23652 7.45912 -1.43695  0.065
H6 -5.22307 -2.39773 -5.25675  0.053
H7 -5.72708 2.46619 -1.55498  0.046
H8 -3.75612 1.45297 -1.00110  -0.010
H9 0.07178 -7.47906 -1.67315  0.112
H10 -0.80089 -2.54979 -0.75297  0.070
H11 5.06332 0.79592 0.69659  0.033
H12 -0.95263 5.85959 3.72121  0.104
H13 -6.61407 1.95000 -0.12268  0.061
H14 0.90742 0.78018 0.03034  0.073
H15 2.57940 0.76851 -4.50954  0.050
H16 1.27511 6.49469 -0.37287  0.044
H17 2.42022 -0.97260 -2.04684  0.021
H18 7.21877 -0.34352 2.63531  0.109
H19 0.03512 -5.11354 -0.27539  0.045
H20 -1.71472 -0.34030 5.88079  0.063
H21 0.50224 5.33818 2.80869  0.068
H22 -0.41724 2.34591 -6.38809  0.065
H23 -4.04822 -3.57877 0.27611  0.070
H24 3.55502 -1.21217 2.28056  0.083
H25 -1.38086 1.89830 0.45328  0.000
H26 -0.04506 -1.63233 1.58120  0.018
H27 -1.42242 3.60404 4.37613  0.110
H28 -5.95715 -0.84037 -5.07871  0.054
H29 -0.87754 5.22041 -2.19840  0.022
H30 2.55528 4.00899 4.73515  0.101
H31 -4.32134 0.82800 0.63857  0.020
H32 -4.76420 -1.40541 -3.01849  -0.049
H33 0.04110 5.34482 5.84829  0.116
H34 1.17235 -6.80177 -3.48336  0.112
H35 3.61509 -5.54806 -2.31058  0.104
H36 -3.74146 -3.66966 2.85597  0.047
H37 0.68940 0.73133 1.71039  0.089
H38 1.29295 -1.55155 0.48477  0.121
H39 -0.99873 1.65365 -3.88765  0.039
H40 -1.85086 0.68366 -5.04903  0.020
H41 6.57312 1.24881 2.93463  0.113
H42 -2.89778 -2.17193 2.85751  -0.012
H43 -1.07193 3.43706 2.65628  0.068
H44 1.35405 6.07716 4.98987  0.115
H45 -3.32881 -2.03100 0.32818  -0.138
H46 -0.17049 -1.03361 3.16478  0.034
H47 -0.02686 0.25501 4.34714  -0.046
H48 4.38613 0.45257 3.25472  0.099
H49 1.53375 3.60473 6.19719  0.104
H50 -3.75563 -0.11373 -3.67890  -0.074
H51 3.87106 -0.45561 -4.34551  0.054
H52 5.53793 -0.36621 4.32075  0.111
H53 1.46858 0.28573 -2.44849  0.048
H54 2.49209 -7.62471 -2.80427  0.114
H55 2.60738 -4.98939 -3.66656  0.098
H56 -2.04028 2.77351 -6.51172  0.057
H57 0.01903 -1.28240 -1.54199  0.073
H58 -0.31512 -5.17479 -2.02513  0.114
H59 0.89484 5.36608 -2.42748  0.045
H60 1.31953 -7.23383 -0.49000  0.116

=====

Record 2
Entry from OMol25: C30H60Br2FO32PS7Si2 as an isolated structure in a non-equilibrium geometry (ωB97M-V/def2-TZVPD).

The spin multiplicity is 1. For the HOMO energy, the calculation gives -7.14 eV. The total energy is -341289.689 eV.

Last column: Löwdin charge in e.
Element x y z (Å)
Br1 4.95581 1.72883 3.63285  0.677
Br2 6.90354 0.06373 2.04715  0.819
S1 -3.50927 1.32973 -1.18043  0.623
S2 10.31105 -1.03964 1.53886  0.621
S3 -1.30348 -3.67191 4.23373  0.601
S4 -8.19967 1.35597 -4.03511  0.646
S5 -8.67638 -1.37737 -9.63257  0.606
S6 4.55830 3.20127 6.78588  0.561
S7 -4.25271 1.39038 -5.21192  0.649
P1 2.15854 -0.15264 3.30707  0.887
Si1 2.56345 1.13548 1.56402  0.344
Si2 1.09432 -0.49570 -0.29380  0.508
F1 -0.04211 0.87416 -3.72229  0.067
O1 -0.22619 -4.52626 3.88883  -0.210
O2 -6.84955 1.71852 -3.82779  -0.200
O3 -8.67180 0.84877 -5.27929  -0.218
O4 -8.56905 -2.46847 -8.73624  -0.209
O5 -1.11486 -3.21979 5.76805  -0.194
O6 -4.66137 1.23711 -2.01448  -0.315
O7 -5.59969 2.23633 -5.46291  -0.241
O8 -2.62461 -4.56827 4.43865  -0.181
O9 1.83773 -6.08122 0.90789  0.087
O10 -9.48030 -0.24107 -9.36441  -0.213
O11 4.00879 3.92607 5.70319  -0.258
O12 -8.65847 0.33404 -2.87590  -0.174
O13 8.92719 -1.07211 1.87611  -0.506
O14 -4.34273 0.75251 -3.94420  -0.258
O15 2.49527 0.37883 0.03685  -0.295
O16 4.81344 1.80707 6.73052  -0.267
O17 -3.82224 1.44469 0.21616  -0.265
O18 10.91285 0.08185 0.91645  -0.206
O19 -0.34509 3.57003 0.45340  -0.091
O20 1.96469 1.38653 -2.81457  0.140
O21 -7.19216 -0.86445 -10.00365  -0.207
O22 5.90675 3.93930 7.27181  -0.185
O23 -2.57727 2.54815 -1.69920  -0.152
O24 -1.65468 -2.53300 3.46251  -0.228
O25 11.18007 -1.41899 2.84386  -0.184
O26 3.67038 3.50550 8.09827  -0.187
O27 -3.13352 2.19882 -5.56972  -0.229
O28 10.65243 -2.35378 0.67122  -0.184
O29 -9.06853 -1.94896 -11.08633  -0.186
O30 -4.47357 0.29168 -6.37879  -0.180
O31 -9.13430 2.59604 -3.60339  -0.178
O32 2.35160 -4.34196 -0.41858  -0.042
C1 11.77018 -3.02849 1.25552  -0.170
C2 0.34218 -0.45927 3.59683  -0.461
C3 3.53229 -2.02874 4.83735  -0.155
C4 1.72617 4.73358 0.04724  -0.033
C5 5.26985 0.56763 1.01680  -0.746
C6 5.65187 4.67963 8.46723  -0.171
C7 1.06082 0.62229 -2.93882  -0.482
C8 5.68336 0.96622 -0.43516  -0.133
C9 1.21241 -2.27988 0.37497  -0.172
C10 1.51489 2.72118 1.69255  -0.182
C11 1.05707 -0.71440 -2.20816  -0.102
C12 3.15033 -1.72915 3.32043  -0.431
C13 1.08095 3.32388 0.32202  -0.426
C14 -1.76033 -0.60216 -0.09006  -0.221
C15 -8.14181 -1.45255 -12.05656  -0.168
C16 -0.51908 0.37222 0.14711  -0.196
C17 -9.45848 1.02204 -1.91151  -0.165
C18 -6.14704 1.87782 -6.73861  -0.160
C19 2.57086 -5.16405 0.65329  -0.343
C20 -2.26181 -3.60422 6.53199  -0.164
C21 2.55785 -2.95441 -0.02805  -0.214
C22 11.64444 -2.76739 2.74243  -0.170
C23 -10.12971 2.13933 -2.68398  -0.169
C24 4.39533 1.71416 1.73590  -0.693
C25 -2.80331 -4.83443 5.83288  -0.166
C26 4.52708 3.93595 9.15811  -0.173
C27 -2.54078 -0.18745 -1.37972  -0.206
C28 -5.78992 0.42058 -6.92213  -0.160
C29 -0.43848 0.77383 4.15707  -0.146
C30 -6.83048 -1.32667 -11.30857  -0.166
H1 3.52463 -1.05207 5.35888  0.040
H2 0.19599 -1.36940 -2.43889  0.092
H3 -1.98159 -3.80419 7.56381  0.136
H4 -10.17813 0.34229 -1.46015  0.135
H5 4.57168 2.70208 1.27918  0.064
H6 -1.40221 -1.63199 -0.28443  0.089
H7 5.14397 1.84557 -0.82609  0.077
H8 12.59199 -2.88315 3.26415  0.135
H9 -8.07438 -2.13029 -12.90412  0.136
H10 2.02221 5.24707 0.97633  0.078
H11 0.92528 5.34966 -0.41136  0.077
H12 3.98261 4.56275 9.86052  0.134
H13 -3.27596 -0.99209 -1.57024  0.120
H14 -10.45896 2.95221 -2.04113  0.135
H15 -6.33881 -2.29640 -11.20315  0.135
H16 0.41949 -2.84226 -0.15953  0.091
H17 0.27963 -1.23203 4.38992  0.055
H18 -0.69371 3.87436 -0.39616  0.074
H19 2.75940 -2.69576 5.25960  0.062
H20 6.54959 4.73310 9.07947  0.134
H21 12.68325 -2.58492 0.85082  0.134
H22 0.99492 -2.35111 1.45380  0.061
H23 1.97211 -1.28368 -2.45910  0.097
H24 2.15941 3.48281 2.18263  0.082
H25 -2.39287 -0.57255 0.81061  0.109
H26 -2.98154 -2.78280 6.50430  0.135
H27 -2.22062 -5.72365 6.08574  0.135
H28 -1.81798 -0.08974 -2.21344  0.088
H29 3.05261 -2.41808 -0.86249  0.111
H30 -3.85190 -5.01372 6.05779  0.136
H31 0.15586 1.40493 4.83880  0.070
H32 -6.46102 -0.22601 -6.35320  0.129
H33 -0.56872 0.78367 1.16692  0.064
H34 6.78044 1.06095 -0.46708  0.052
H35 11.74624 -4.08867 1.01499  0.135
H36 4.70481 -0.37842 0.94213  0.036
H37 -8.49869 -0.47791 -12.39854  0.134
H38 -10.97934 1.76622 -3.26167  0.133
H39 -0.21927 -0.86032 2.73864  0.029
H40 -5.80061 0.12116 -7.96802  0.121
H41 5.34477 5.68941 8.18458  0.133
H42 0.62648 2.61783 2.33759  0.068
H43 -2.29504 2.40247 -2.62173  0.089
H44 2.54074 4.65638 -0.69745  0.079
H45 -8.79596 1.41573 -1.13715  0.137
H46 5.42421 0.11945 -1.10533  0.077
H47 -0.64924 1.17974 -0.60404  0.065
H48 2.61165 -2.62595 2.96289  0.050
H49 4.11787 -1.64911 2.78545  0.055
H50 -5.66821 2.49987 -7.50042  0.135
H51 4.89843 3.04798 9.67615  0.133
H52 4.55127 -2.43878 4.93423  0.066
H53 -6.14831 -0.62576 -11.78473  0.136
H54 -1.28356 0.35175 4.74317  0.070
H55 -7.21976 2.04805 -6.75491  0.121
H56 3.44331 -5.01958 1.33846  0.155
H57 10.89709 -3.42112 3.19825  0.134
H58 -0.91450 1.38203 3.36356  0.060
H59 3.29333 -2.96428 0.79799  0.094
H60 1.19634 2.64334 -0.54291  0.104

=====

Kohn-Sham gap: 8.81; 7.61 (eV)